Entry 1:
{"formula": "C3H3F5N2O", "method": "wB97M-V/def2-TZVPD", "elements": ["C", "O", "C", "N", "F", "C", "F", "F", "N", "F", "F", "H", "H", "H"], "coordinates": [[2.22658, -0.03082, -0.49364], [0.91755, -0.40641, -0.59277], [0.02027, 0.35816, -0.03576], [0.02185, 1.36050, 0.70708], [1.26568, 1.84059, 0.97715], [-1.45305, -0.13882, -0.30614], [-2.35219, 0.85342, -0.42974], [-1.45880, -0.84090, -1.47899], [-1.81864, -1.07456, 0.71455], [-2.07379, -0.31374, 1.82946], [-3.01990, -1.67204, 0.50276], [2.73439, -0.93585, -1.00285], [2.57154, -0.07930, 0.59242], [2.41849, 1.07977, -0.98353]], "mulliken_charge": [-0.640, -0.260, 0.320, -0.310, -0.176, 1.062, -0.251, -0.263, 0.011, -0.166, -0.170, 0.252, 0.310, 0.281], "e_above_lowest_ev": 1.139, "smiles": "CO/C(=N\\F)C(F)(F)N(F)F", "homo_ev": -11.0, "total_energy_ha": -799.9393}

---

Entry 2:
{"formula": "C3H3F6N", "method": "wB97M-V/def2-TZVPD", "elements": ["N", "C", "C", "F", "F", "F", "C", "F", "F", "F", "H", "H", "H"], "coordinates": [[-1.39330, -0.17066, -0.77284], [-0.01910, -0.19392, -0.49914], [0.52812, 1.33059, 0.22471], [-0.25099, 1.60314, 1.26122], [0.37665, 2.36786, -0.63043], [1.82037, 1.32964, 0.60893], [0.43446, -1.28790, 0.47005], [1.75971, -1.41693, 0.34477], [0.12382, -1.03707, 1.77898], [-0.07920, -2.49941, 0.13737], [-2.04072, -0.07550, 0.01047], [-1.79251, 0.40638, -1.54678], [0.53268, -0.35622, -1.38731]], "mulliken_charge": [-0.582, -0.365, 0.783, -0.254, -0.260, -0.249, 0.729, -0.249, -0.247, -0.254, 0.223, 0.265, 0.461], "e_above_lowest_ev": 0.000, "smiles": "NC(C(F)(F)F)C(F)(F)F", "homo_ev": -10.3, "total_energy_ha": -770.0837}

---

Entry 3:
{"formula": "C3H3FN2S", "method": "wB97M-V/def2-TZVPD", "elements": ["F", "C", "C", "N", "C", "S", "N", "H", "H", "H"], "coordinates": [[-1.85798, -0.76893, -1.87868], [-1.11759, -0.65600, -0.76226], [-1.34876, -0.97173, 0.52329], [-0.27306, -0.43913, 1.18468], [0.59940, 0.26885, 0.42723], [1.96403, 1.21261, 0.70843], [0.07242, -0.00769, -0.80824], [-2.28612, -1.23182, 1.22514], [-0.09747, -0.58277, 2.15755], [0.28700, 0.61423, -1.57423]], "mulliken_charge": [-0.252, 0.324, -0.319, -0.030, 0.023, -0.378, -0.104, 0.273, 0.188, 0.275], "e_above_lowest_ev": 0.643, "smiles": "Fc1c[nH]c(=S)[nH]1", "homo_ev": -7.9, "total_energy_ha": -723.6601}